DFT (wB97M-V/def2-TZVPD) results for C9H7ClN2O2 as an isolated structure.

Geometry as ORCA input:
```
! RIJCOSX wB97M-V def2-TZVPD def2/J DEFGRID3
* xyz 0 1
C -2.257 0.821 0.286
C -1.487 1.948 0.531
C -1.653 -0.383 -0.021
C -0.113 1.853 0.501
C -0.267 -0.491 -0.080
C 0.514 0.636 0.225
C 2.627 -0.360 0.127
C 0.316 -1.796 -0.455
C 2.264 -1.605 -0.601
N 1.878 0.608 0.415
N 2.464 -1.534 -2.034
O 2.038 -0.562 -2.619
O 3.039 -2.467 -2.550
Cl 0.014 -3.084 0.691
H -3.333 0.877 0.339
H -1.964 2.885 0.777
H -2.260 -1.253 -0.224
H 0.512 2.708 0.702
H 3.663 -0.286 0.445
H 0.062 -2.120 -1.461
H 2.692 -2.518 -0.198
*
```

## Properties
Max |F| in hartree/bohr: 0.086
HOMO energy in eV: -9.32
LUMO level in eV: -0.426
Frontier orbital gap in eV: 8.8952
Calculated total energy in eV: -29039.9630
Molar mass in g/mol: 210.620
ΔE to the lowest compared entry with this formula, charge and spin in eV: 5.246

=====

DFT (wB97M-V/def2-TZVPD) results for a 2-piece molecular cluster, C9H15ClN2O2 overall.

Geometry as ORCA input:
```
! RIJCOSX wB97M-V def2-TZVPD def2/J DEFGRID3
* xyz 0 3
C 0.134 0.103 -0.407
C -0.661 1.249 -5.167
C -1.725 -0.706 0.668
C 0.447 -1.350 -2.312
C 0.995 -1.333 3.625
C -2.057 1.123 -0.960
C 0.944 0.957 0.503
C 1.793 -0.314 2.669
C 0.660 0.609 2.016
N -1.275 0.111 -0.221
N 0.778 -0.503 -1.304
O 0.250 0.646 -5.525
O -1.554 1.852 -4.805
Cl -1.268 -1.476 -2.936
H -2.775 -0.557 0.809
H 1.009 -1.108 -3.188
H 1.652 -2.228 3.911
H 0.354 -1.928 2.991
H 0.523 -0.761 4.406
H -3.098 1.100 -0.592
H -1.785 2.154 -0.660
H -1.740 0.889 -1.924
H 0.656 1.991 0.454
H 2.113 0.755 0.284
H 2.533 0.311 3.169
H 2.309 -0.854 1.909
H 0.537 1.541 2.646
H -0.422 0.111 1.846
H 0.672 -2.384 -1.906
*
```

## Properties
Max |F| in hartree/bohr: 0.088
HOMO energy (alpha / beta) in eV: -5.82 / -9.95
LUMO level (alpha / beta) in eV: 0.532 / -0.917
Frontier orbital gap (alpha / beta) in eV: 6.3522 / 9.0301
Calculated total energy in eV: -29167.7945
Molar mass in g/mol: 218.684
<S²>: 2.01

=====

DFT (wB97M-V/def2-TZVPD) results for a 3-piece molecular cluster, C2H9O3 overall.

Geometry as ORCA input:
```
! RIJCOSX wB97M-V def2-TZVPD def2/J DEFGRID3
* xyz -1 1
C -1.741 -0.362 0.212
O -0.445 -0.473 0.605
C -2.455 0.788 0.900
H -2.250 -1.325 0.469
H -1.981 -0.114 -0.848
H -2.260 0.753 1.994
H -3.564 0.621 0.722
H -1.981 1.812 0.538
H 3.520 -0.100 -1.123
H 4.581 0.838 -0.338
O 4.461 0.104 -0.966
H 2.266 -1.354 -1.114
H 0.326 -0.436 -0.081
O 1.521 -0.751 -0.970
*
```

## Properties
Max |F| in hartree/bohr: 0.048
HOMO energy in eV: -3.80
LUMO level in eV: 4.137
Frontier orbital gap in eV: 7.9353
Calculated total energy in eV: -8362.2701
Molar mass in g/mol: 81.091
ΔE to the lowest compared entry with this formula, charge and spin in eV: 1.055

=====

DFT (wB97M-V/def2-TZVPD) results for a 2-piece molecular cluster, C8H13BO overall.

Geometry as ORCA input:
```
! RIJCOSX wB97M-V def2-TZVPD def2/J DEFGRID3
* xyz 0 1
B 0.465 -0.666 0.045
C -3.262 2.166 -0.298
C -2.813 0.867 0.021
C -2.159 2.799 -0.885
C -1.587 0.739 -0.534
C 1.559 0.923 1.702
C 2.023 -2.505 -1.140
C 1.144 -0.570 1.420
C 0.524 -1.891 -1.017
O -1.170 1.955 -1.001
H -4.283 2.523 -0.117
H -3.296 -0.006 0.362
H -2.021 3.759 -1.295
H 0.782 1.340 2.407
H 2.498 1.027 2.231
H 1.886 1.557 0.885
H 2.542 -1.665 -1.527
H 2.427 -2.727 -0.152
H 2.089 -3.329 -1.883
H 2.052 -1.138 1.318
H 0.677 -0.985 2.262
H 0.094 -1.502 -1.924
H -0.171 -2.671 -0.881
*
```

## Properties
Max |F| in hartree/bohr: 0.087
HOMO energy in eV: -7.76
LUMO level in eV: -0.170
Frontier orbital gap in eV: 7.5930
Calculated total energy in eV: -11225.4342
Molar mass in g/mol: 136.003
ΔE to the lowest compared entry with this formula, charge and spin in eV: 4.818

=====

Question: The highest molar mass belongs to which entry?
Answer: C9H15ClN2O2

=====

Question: What is the formula in the second record?
Answer: C9H15ClN2O2

=====

Question: Among the records above, which one has the highest calculated total energy?
Answer: C2H9O3

=====

Question: Number 4 is which compound?
Answer: C8H13BO